Density functional theory data (wB97M-V/def2-TZVPD) for the ion C9H8NO2S with charge +1 at a distorted geometry.

XYZ file:
```
21
Properties=species:S:1:pos:R:3:forces:R:3:nbo_charge:R:1
C 0.955 -2.269 -0.727 -1.0185 -2.6417 -0.8400 -0.13
C -0.298 -2.748 -0.343 0.1369 -0.1496 0.0238 -0.19
C 1.287 -0.957 -0.507 1.4843 0.5270 0.2560 -0.23
C -1.200 -1.835 0.226 -0.7602 -1.4609 0.3606 -0.21
C 0.385 -0.022 -0.020 -0.9776 0.7946 -0.1008 0.17
C -0.926 -0.492 0.320 1.2614 0.5418 -0.2110 -0.18
C -3.227 0.538 -0.281 -1.0684 -0.4656 -1.7478 0.61
C 1.070 2.128 -1.017 1.1622 -1.7498 1.1261 0.54
C 0.783 1.986 1.489 1.9467 -0.6502 -0.8885 -0.44
N 0.760 1.342 0.089 -0.7580 1.2711 2.4908 -0.49
O -3.930 0.405 -1.173 1.4096 0.3816 1.8852 -0.26
O 1.548 3.211 -1.019 -0.2473 1.5102 0.4107 -0.53
S -2.208 0.683 1.010 0.6041 -0.6980 -0.5664 0.50
H 1.535 -3.094 -1.239 0.1786 1.6919 0.7992 0.26
H -0.492 -3.857 -0.466 -0.1703 1.6844 0.3394 0.26
H 2.349 -0.681 -0.588 -0.6597 0.2716 -0.3472 0.26
H -2.098 -2.248 0.668 -0.2759 0.1662 -0.2169 0.24
H 1.074 1.479 -1.842 -0.4850 -0.7547 -2.0779 0.11
H 1.509 1.374 2.113 -1.5214 0.3340 -0.4066 0.23
H 1.373 2.942 1.420 -1.2237 -0.6370 -0.2990 0.27
H -0.246 2.115 1.888 0.9824 0.0332 0.0102 0.19
```
Forces are in eV/Å.

Calculated values
charge = +1
E_HOMO = -13.196 eV
LUMO = -0.21641 hartree
relative energy (zero: lowest compared OMol25 entry of this formula, charge and spin) = 13.0 kJ/mol